Formula: C3H12CsN6O3
Source: the OMol25 dataset
Level of theory: ωB97M-V with the def2-TZVPD basis set

XYZ file:
```
25
C3H12CsN6O3, DFT ωB97M-V with the def2-TZVPD basis set
Cs 0.49 -1.13 0.39
C -0.85 0.34 2.39
O -0.73 -0.59 1.64
N -0.22 1.49 2.14
N -1.84 0.54 3.24
H -0.35 2.23 2.82
H 0.45 1.45 1.39
H -2.70 0.01 3.20
H -1.94 1.46 3.63
C 2.50 -0.17 -1.14
O 1.94 -1.22 -0.88
N 1.83 0.88 -1.70
N 3.77 0.02 -1.16
H 2.31 1.69 -2.06
H 0.83 0.78 -1.65
H 4.31 -0.57 -0.55
H 4.18 0.84 -1.57
C -1.24 -0.73 -1.18
O -0.34 0.07 -1.13
N -2.02 -1.05 -0.19
N -1.73 -1.28 -2.29
H -2.03 -0.58 0.70
H -2.72 -1.70 -0.52
H -1.27 -1.05 -3.16
H -2.63 -1.74 -2.36
```

Properties
- charge = +1
- HOMO level (eV) = -8.229
- energy above the lowest of the compared OMol25 structures with the same formula, charge and spin (kcal per mole) = 422.87
- lowest unoccupied orbital energy (eV) = -2.83
- Kohn-Sham gap (eV) = 5.4